{"formula": "C16H34F5NO10S2Si2", "method": "ωB97M-V with the def2-TZVPD basis set", "smiles": "COCCCCC[Si@H](CCCC(F)(F)C(F)(F)F)O[SiH2]CN.O=S1(=O)OCCO1.O=S1(=O)OCCO1", "e_lumo_ev": 0.382, "total_charge": 0, "symbols": ["S", "S", "Si", "Si", "F", "F", "F", "F", "F", "O", "O", "O", "O", "O", "O", "O", "O", "O", "O", "N", "C", "C", "C", "C", "C", "C", "C", "C", "C", "C", "C", "C", "C", "C", "C", "C", "H", "H", "H", "H", "H", "H", "H", "H", "H", "H", "H", "H", "H", "H", "H", "H", "H", "H", "H", "H", "H", "H", "H", "H", "H", "H", "H", "H", "H", "H", "H", "H", "H", "H"], "coordinates": [[5.9399, 9.9002, 2.2604], [-4.8768, -5.5557, -1.4514], [-1.8295, 0.0445, -0.4804], [-2.2601, -0.9371, 2.3254], [3.9895, 4.0851, 0.1182], [2.3283, 3.5369, -1.7851], [2.6913, 5.8109, -0.0487], [0.6463, 4.4407, -0.7560], [2.4292, 4.4187, 1.5868], [7.0932, 9.5710, 3.0167], [5.0863, 8.5701, 2.0611], [-2.6065, -0.0609, 0.9764], [-5.7979, -6.8235, -1.7316], [6.3158, 10.1045, 0.7239], [-3.6059, -6.0182, -1.0250], [5.1047, 10.9775, 2.6532], [1.4277, -4.8324, 0.2203], [-5.5756, -4.5823, -0.6922], [-4.8081, -5.0464, -2.9614], [0.3329, -0.7786, 3.4365], [-6.4201, -6.7132, -3.0215], [2.7356, 4.5170, 0.2853], [-0.9854, -0.1130, 3.4314], [1.7484, 3.6859, -0.5726], [4.7420, 8.3992, 0.6771], [-2.3009, -1.3630, -1.6047], [-5.3591, -6.0229, -3.8594], [0.2581, -4.8210, 1.0251], [5.9544, 8.9506, -0.0503], [-0.9336, -3.3031, -0.6080], [0.6498, 1.4481, -0.9498], [-0.9835, -4.6054, 0.1821], [1.3929, 2.3545, 0.0304], [0.0372, 0.2193, -0.2357], [-2.3016, -2.7962, -1.0536], [2.3360, -3.7691, 0.3853], [-4.5715, -6.7101, -4.1700], [-1.8441, -4.5902, 0.8599], [2.6605, -3.4150, -0.5956], [-7.3292, -6.1169, -2.9365], [0.3378, -4.0245, 1.7800], [0.7766, 2.5684, 0.9071], [1.8770, -2.9304, 0.9227], [-3.3017, -1.1315, -1.9863], [-2.6943, -3.4655, -1.8260], [-3.0047, -2.8716, -0.2167], [2.3114, 1.8694, 0.3715], [6.7857, 8.2445, -0.0513], [-0.2994, -3.4350, -1.4914], [-6.6552, -7.7173, -3.3619], [3.2158, -4.0979, 0.9498], [0.2478, 0.2716, 0.8388], [-1.6762, -2.2508, 1.9392], [0.4242, -1.4381, 2.6702], [-0.4439, -2.5417, 0.0099], [1.0842, -0.1095, 3.3211], [0.2047, -5.7717, 1.5627], [-1.6261, -1.2887, -2.4712], [-5.7625, -5.4948, -4.7186], [4.5757, 7.3420, 0.4995], [-2.2921, 1.3041, -1.1124], [1.3440, 1.1109, -1.7199], [3.8379, 8.9677, 0.4553], [-1.4005, -0.1504, 4.4463], [-0.1125, 2.0427, -1.4613], [-3.5255, -1.1490, 3.0536], [0.5240, -0.6879, -0.5958], [-0.9012, 0.9493, 3.1757], [-1.0993, -5.4548, -0.4947], [5.7378, 9.2798, -1.0625]], "nbo_charge": [2.55, 2.55, 1.71, 1.46, -0.31, -0.32, -0.31, -0.32, -0.31, -0.90, -0.69, -1.24, -0.69, -0.69, -0.90, -0.90, -0.56, -0.90, -0.69, -0.83, -0.10, 0.92, -0.70, 0.62, -0.10, -0.90, -0.10, -0.05, -0.10, -0.39, -0.39, -0.42, -0.46, -0.92, -0.39, -0.24, 0.20, 0.21, 0.18, 0.20, 0.16, 0.23, 0.16, 0.24, 0.20, 0.20, 0.23, 0.20, 0.21, 0.22, 0.17, 0.23, -0.24, 0.35, 0.18, 0.36, 0.18, 0.23, 0.21, 0.22, -0.22, 0.22, 0.20, 0.22, 0.22, -0.20, 0.24, 0.21, 0.22, 0.21]}